# 1
The following is a DFT calculation (ωB97M-V/def2-TZVPD) of the ion C3H3NO2P with charge -1.

Cartesian coordinates (Å):
H (0.26, 2.13, -1.27)
N (-0.48, 1.44, -0.88)
C (-0.27, 0.26, -1.21)
C (-1.40, -0.65, -1.00)
O (-1.70, -1.58, -1.77)
C (-1.85, -0.48, 0.46)
O (-2.95, -0.61, 1.03)
P (-0.32, -0.72, 1.48)
H (-1.00, -1.13, 2.50)
H (0.58, -0.13, -1.67)

Results
Net charge: -1
SMILES: [H]/N=C/C(=O)/C([O-])=P/[H]
LUMO level (spin up / spin down), Eh: 0.1426 / 0.1426
Energy relative to the best compared isomer or geometry (same formula, charge and spin), kJ/mol: 158.2
HOMO energy (spin up / spin down), eV: -2.8 / -2.7



# 2
The following is a DFT calculation (ωB97M-V/def2-TZVPD) of a cluster of 4 separate species, CH10N2O4 in total.

Cartesian coordinates (Å):
N (0.71, 0.13, -1.07)
C (-0.61, -0.25, -0.72)
N (-1.11, -0.85, -2.00)
O (-1.44, 0.68, -0.38)
H (1.43, -0.47, -0.62)
H (0.91, 1.15, -0.99)
H (-1.97, -0.46, -2.35)
H (-0.45, -1.16, -2.69)
H (-0.35, 2.98, 1.20)
H (0.27, -0.99, 1.80)
O (1.40, -1.71, 0.79)
H (-0.53, 1.73, 0.25)
H (-0.52, -1.03, 0.08)
O (0.13, 2.33, 0.69)
H (2.25, -2.02, 1.14)
H (0.20, 0.37, 2.53)
O (-0.32, -0.43, 2.36)

Results
Net charge: 0
LUMO level, Eh: -0.1822
Energy relative to the best compared isomer or geometry (same formula, charge and spin), kJ/mol: 832.3
HOMO energy, eV: -9.8



# 3
The following is a DFT calculation (ωB97M-V/def2-TZVPD) of a structure of composition C31H46N9PPt.

Cartesian coordinates (Å):
Pt (0.45, -0.39, -0.94)
N (1.69, -0.77, -4.16)
C (2.05, 0.37, -3.48)
N (2.95, 1.23, -3.92)
N (3.04, 2.15, -2.94)
N (2.25, 1.87, -1.97)
N (1.55, 0.74, -2.30)
C (1.09, -1.84, -3.55)
N (0.82, -2.98, -4.16)
N (0.23, -3.73, -3.21)
N (0.13, -3.09, -2.11)
N (0.69, -1.87, -2.28)
H (2.08, -0.91, -5.07)
C (-0.43, 2.93, -4.26)
C (-1.16, 3.63, -3.11)
C (-2.64, 3.85, -3.44)
C (-0.95, 2.84, -1.84)
C (0.01, 3.24, -0.91)
C (0.36, 2.51, 0.20)
C (1.48, 3.16, 1.01)
C (2.42, 2.26, 1.81)
C (0.96, 4.31, 1.88)
C (-0.34, 1.27, 0.46)
C (-1.44, 0.94, -0.41)
C (-1.65, 1.68, -1.59)
C (-2.61, 0.09, 0.06)
C (-3.61, 1.00, 0.77)
C (-3.30, -0.66, -1.08)
C (-0.36, 0.73, 1.86)
C (-0.79, 1.62, 2.85)
C (-0.77, 1.29, 4.19)
C (-0.33, 0.03, 4.57)
C (0.03, -0.89, 3.59)
C (-0.01, -0.58, 2.23)
P (0.37, -1.78, 0.89)
C (-0.71, -3.34, 1.17)
C (-1.04, -3.58, 2.65)
C (-0.06, -4.62, 0.63)
C (-2.04, -3.17, 0.44)
C (2.18, -2.27, 1.14)
C (2.44, -3.08, 2.41)
C (2.99, -0.98, 1.25)
C (2.72, -3.03, -0.09)
H (-0.55, 3.50, -5.18)
H (-0.84, 1.93, -4.42)
H (0.64, 2.84, -4.06)
H (-0.69, 4.60, -2.96)
H (-3.14, 2.91, -3.66)
H (-2.73, 4.49, -4.32)
H (-3.16, 4.33, -2.61)
H (0.56, 4.15, -1.12)
H (2.10, 3.61, 0.24)
H (1.91, 1.67, 2.58)
H (3.16, 2.89, 2.31)
H (2.95, 1.59, 1.14)
H (0.47, 3.95, 2.79)
H (0.26, 4.94, 1.34)
H (1.80, 4.93, 2.19)
H (-2.44, 1.36, -2.26)
H (-2.24, -0.63, 0.79)
H (-3.99, 1.76, 0.07)
H (-3.17, 1.51, 1.62)
H (-4.46, 0.42, 1.12)
H (-3.90, 0.01, -1.69)
H (-3.98, -1.41, -0.67)
H (-2.59, -1.17, -1.73)
H (-1.12, 2.61, 2.54)
H (-1.08, 2.01, 4.93)
H (-0.28, -0.24, 5.61)
H (0.32, -1.87, 3.92)
H (-0.17, -3.75, 3.27)
H (-1.65, -4.49, 2.70)
H (-1.63, -2.77, 3.08)
H (0.84, -4.91, 1.17)
H (0.15, -4.55, -0.43)
H (-0.79, -5.42, 0.78)
H (-2.67, -2.41, 0.89)
H (-2.58, -4.12, 0.51)
H (-1.89, -2.96, -0.62)
H (2.17, -2.53, 3.31)
H (3.51, -3.28, 2.46)
H (1.93, -4.05, 2.43)
H (2.71, -0.41, 2.14)
H (2.86, -0.34, 0.38)
H (4.05, -1.24, 1.33)
H (2.17, -3.93, -0.33)
H (3.75, -3.31, 0.13)
H (2.73, -2.39, -0.97)

Results
Net charge: 0
LUMO level, Eh: -0.0256
Energy relative to the best compared isomer or geometry (same formula, charge and spin), kJ/mol: 8.6
HOMO energy, eV: -8.1



# 4
The following is a DFT calculation (ωB97M-V/def2-TZVPD) of a structure of composition C32H34N4O6PdSi2.

Cartesian coordinates (Å):
Pd (0.94, 0.42, -0.43)
C (4.40, -1.23, -0.83)
C (4.29, 0.27, -0.83)
C (5.40, 1.09, -0.88)
C (5.21, 2.47, -0.87)
C (3.94, 2.99, -0.81)
C (2.83, 2.10, -0.82)
N (3.06, 0.76, -0.82)
N (1.56, 2.46, -0.91)
Si (0.73, 3.86, -0.42)
C (1.20, 4.47, 1.35)
C (-1.14, 3.52, -0.45)
C (1.06, 5.40, -1.54)
H (4.32, -1.62, -1.85)
H (3.58, -1.63, -0.24)
H (5.35, -1.55, -0.40)
H (6.39, 0.67, -0.93)
H (6.06, 3.14, -0.90)
H (3.75, 4.05, -0.79)
H (1.03, 3.67, 2.07)
H (0.60, 5.32, 1.66)
H (2.24, 4.76, 1.42)
H (-1.36, 2.68, 0.20)
H (-1.48, 3.26, -1.45)
H (-1.72, 4.37, -0.10)
H (1.95, 5.93, -1.23)
H (0.23, 6.10, -1.48)
H (1.17, 5.13, -2.58)
O (3.35, -1.72, 2.35)
C (2.43, -0.95, 2.60)
N (1.57, -0.40, 1.71)
C (0.65, 0.36, 2.35)
O (-0.22, 1.04, 1.80)
C (0.87, 0.26, 3.82)
C (0.19, 0.75, 4.91)
C (0.71, 0.50, 6.18)
C (1.89, -0.22, 6.33)
C (2.56, -0.75, 5.23)
C (2.03, -0.50, 3.98)
H (-0.73, 1.32, 4.79)
H (0.19, 0.87, 7.05)
H (2.28, -0.39, 7.33)
H (3.46, -1.32, 5.35)
O (-0.95, -1.38, -0.02)
C (-1.70, -0.36, -0.44)
O (-1.17, 0.59, -1.02)
C (-3.13, -0.50, -0.31)
C (-3.71, -1.64, 0.29)
C (-5.07, -1.82, 0.28)
C (-5.91, -0.87, -0.33)
C (-5.34, 0.29, -0.90)
C (-3.98, 0.47, -0.89)
N (-7.28, -1.06, -0.35)
O (-7.77, -2.08, 0.19)
O (-8.01, -0.21, -0.92)
H (-3.07, -2.36, 0.77)
H (-5.52, -2.69, 0.74)
H (-6.00, 1.02, -1.35)
H (-3.54, 1.35, -1.31)
C (1.12, -1.21, -2.76)
Si (0.23, -1.90, -1.14)
C (1.20, -3.17, -0.10)
C (-1.08, -2.92, -2.15)
C (-1.21, -4.31, -2.11)
C (-2.23, -4.96, -2.78)
C (-3.15, -4.23, -3.52)
C (-3.04, -2.86, -3.58)
C (-2.03, -2.22, -2.89)
H (1.82, -1.96, -3.11)
H (1.66, -0.27, -2.61)
H (0.38, -1.05, -3.54)
H (1.87, -3.74, -0.74)
H (0.51, -3.87, 0.36)
H (1.78, -2.71, 0.69)
H (-0.48, -4.88, -1.55)
H (-2.32, -6.04, -2.72)
H (-3.95, -4.74, -4.04)
H (-3.76, -2.28, -4.15)
H (-1.97, -1.14, -2.92)

Results
Net charge: -2
LUMO level (spin up / spin down), Eh: 0.1198 / 0.1198
Energy relative to the best compared isomer or geometry (same formula, charge and spin), kJ/mol: 292.3
HOMO energy (spin up / spin down), eV: 0.1 / 0.1



no.,total energy (hartree),strongest force on any atom (eV/Å)
1,-662.661576,4.3
2,-454.312005,1.6
3,-2162.341170,0.2
4,-2617.198337,2.3